Entry 1:
C9H14O | wB97M-V/def2-TZVPD

The geometry in XYZ format:
```
24
Properties=species:S:1:pos:R:3:forces:R:3
H -3.89714 -0.67833 0.32872 0.2 0.0 0.0
C 3.78344 -1.45413 1.08277 0.8 -1.2 -0.4
H -3.37699 -2.53623 -0.59804 0.0 -0.3 -0.1
H 2.46743 -0.09447 0.21158 -0.8 0.0 0.3
C -2.02316 -1.24077 -0.61385 -0.8 -0.8 -1.0
H 1.80666 -1.19047 1.53693 -0.6 0.7 -0.3
H -1.47984 3.51808 0.26025 0.1 -0.7 0.3
H 2.72433 0.30188 1.92215 0.1 -0.2 0.0
H -3.29639 1.79973 0.01145 0.1 0.0 0.6
C -2.53444 1.01728 -0.00140 0.6 1.8 0.0
H 0.20731 2.91846 0.21058 -0.2 0.0 -0.3
H -0.78257 3.31603 -1.28559 0.6 -0.4 0.7
H 3.46802 -2.34952 0.47877 0.2 0.8 0.5
C -2.91500 -0.34367 -0.00893 0.4 -1.1 -0.4
H -0.35364 -1.53643 -1.99602 -0.6 0.5 1.1
C -0.41186 0.50601 -1.01924 0.5 -1.6 -0.7
H 4.64318 -1.03936 0.52566 -0.3 0.0 0.4
H 4.14847 -1.87026 2.04095 -0.1 0.3 -0.3
C -0.84038 -0.89540 -1.21403 0.6 0.8 -0.2
C 2.59785 -0.51690 1.20983 0.6 -0.5 -0.2
C -1.23400 1.43127 -0.40612 -0.8 -1.2 -0.1
C -0.78159 2.83871 -0.26237 -0.5 1.7 -1.2
H 0.52738 0.66109 -1.56086 -0.1 0.9 0.6
O -2.44706 -2.56259 -0.85320 -0.3 0.3 0.5
```
Forces are in eV/Å.

Results
E_tot ... -11605.5646 eV
Net charge ... -1
M ... 138.2 u
⟨S²⟩ ... 0.764
Spin multiplicity ... 2
Energy above the lowest of the compared OMol25 structures with the same formula, charge and spin ... 17.4 kcal/mol
Frontier orbital gap (alpha / beta) ... 2.930 / 6.847 eV

Atom charges from the natural (NBO) analysis, given in e for atoms 1 to 2: 0.1713 -0.6023


Entry 2:
C12H22N2O2 | wB97M-V/def2-TZVPD

The geometry in XYZ format:
```
38
Properties=species:S:1:pos:R:3:forces:R:3
N 1.37361 1.25758 0.24098 0.0 0.3 0.1
H 1.14684 -2.71937 -0.03297 0.0 0.0 0.0
H -0.43641 2.89025 -3.50011 0.0 0.1 0.0
N 0.74977 -0.52820 1.53146 0.1 0.0 0.4
H -2.57168 -3.71065 1.44144 0.0 0.0 0.1
H -1.44710 -3.73427 2.80242 -0.1 -0.1 0.1
H -1.16253 1.42829 -1.08780 0.0 0.0 0.0
H 2.29060 -2.74831 1.31683 0.0 0.0 0.0
H -1.73609 -1.41960 1.94732 0.0 0.1 0.0
O 0.21226 4.04919 -1.91057 0.2 0.1 0.1
C -0.63939 -4.55545 0.98465 0.0 -0.1 0.3
H 0.29571 3.73262 0.08913 0.0 -0.1 -0.1
H 0.96035 -4.52783 2.42372 0.0 -0.1 0.1
H -1.77643 2.59498 0.09012 0.0 0.0 0.0
H -0.93729 -5.57753 1.22820 0.0 0.0 -0.1
O 0.28531 -0.49507 -0.70465 -0.2 -0.3 -0.4
H -0.76198 -4.41411 -0.09070 0.0 0.0 -0.1
H -2.51533 4.08828 -1.61228 0.0 0.0 -0.1
C 1.27495 2.09818 -0.92742 -0.1 0.4 -0.3
H 0.46753 -2.06593 2.86334 0.0 0.0 -0.1
H -1.22255 -1.94024 0.33766 0.0 0.0 0.0
C 0.14354 3.13995 -0.82372 0.2 -0.3 0.3
C -1.11015 -2.13103 1.40436 0.0 -0.1 0.3
H -2.65212 2.58873 -2.55123 -0.1 0.0 0.0
H 2.22303 2.62342 -1.07666 -0.1 -0.1 0.0
C 0.35518 -1.90947 1.78345 -0.1 0.0 -0.5
H 1.34672 -0.10532 2.22333 0.0 0.0 -0.1
H -1.00016 4.58327 -3.44584 0.0 -0.1 0.0
C -0.78897 3.69872 -2.84404 -0.3 -0.1 -0.2
C -1.25589 2.48930 -0.85981 0.0 0.1 0.0
C 1.24584 -2.90663 1.03666 0.0 -0.1 0.3
H 1.56298 1.72999 1.11094 0.0 -0.1 0.0
C -1.52836 -3.56191 1.72576 0.0 0.0 -0.3
C 0.82381 -4.33699 1.35577 0.0 0.0 -0.3
H 1.45714 -5.03723 0.80772 0.0 0.0 0.1
C 0.76016 0.02858 0.28328 0.2 0.3 0.4
H 1.09394 1.43905 -1.77877 0.1 0.1 0.0
C -1.96867 3.22630 -1.99644 0.2 0.2 0.0
```
Forces are in eV/Å.

Results
E_tot ... -19877.3070 eV
M ... 226.3 u
Structure (SMILES) ... O=C(NC[C@@H]1CCCO1)NC1CCCCC1
Spin multiplicity ... 1
Energy above the lowest of the compared OMol25 structures with the same formula, charge and spin ... 0.0 kcal/mol
Frontier orbital gap ... 9.782 eV

Atom charges from the natural (NBO) analysis, given in e for atoms 1 to 2: -0.6397 0.2257


Entry 3:
C20H32BF16N2O22S5Zr | wB97M-V/def2-TZVPD

The geometry in XYZ format:
```
99
Properties=species:S:1:pos:R:3:forces:R:3
O -6.03260 -8.66675 -12.05018 1.7 3.5 -2.1
O -6.67492 -7.56002 -14.21774 2.1 0.9 0.7
B -5.77136 -10.45240 -14.44132 0.0 -0.2 -0.1
H -7.84494 -3.84369 -10.61921 -0.1 -0.1 -0.3
O -9.22255 -5.95561 -10.37009 -1.3 0.9 -1.7
H 1.13749 -8.81600 -12.63850 -0.3 0.0 0.0
C -9.76973 -7.70428 -15.79226 0.5 -0.5 -0.4
F 0.44915 -5.10818 -8.57668 -0.2 -0.2 0.4
C -4.56562 -3.11116 -9.35515 -1.7 0.0 -0.7
H -0.97167 -7.77250 -11.81965 -0.1 0.2 0.1
S -2.82477 -3.78573 -14.92804 -4.7 -4.4 -8.3
C -10.71609 -12.39224 -15.43744 0.3 -0.5 -0.6
O -8.56444 -11.67511 -14.49960 -2.6 -0.3 -0.7
H -6.22015 -11.22354 -15.04809 -1.5 -3.0 -2.8
C -0.79507 -4.90878 -8.98149 -0.3 0.5 0.2
O -3.86444 -7.51052 -15.17051 -0.2 -0.3 3.9
S -5.94919 -7.51939 -12.98486 -6.4 -2.3 3.7
H -9.07607 -6.67454 -8.45359 -0.5 -0.3 -0.1
O -2.17046 -5.54902 -10.88638 1.9 0.1 1.1
H -9.88577 -1.59660 -11.17534 0.0 0.1 0.1
F -2.32243 -6.76936 -13.51997 0.8 0.8 -0.2
H -5.42922 -9.61134 -15.02425 1.7 3.1 -2.4
H -5.62598 -7.89071 -8.59368 0.3 -0.2 -0.4
F -1.03796 -9.86523 -9.40005 -1.3 -1.3 -0.2
H -4.75205 -7.81560 -7.08093 -0.1 0.1 0.0
O -6.10458 -3.89912 -12.58422 -2.4 0.8 -1.8
C -9.59361 -2.44152 -10.55179 1.2 -0.3 -0.9
H -10.33830 -3.22551 -10.68928 0.0 0.0 0.4
C -5.23471 -8.49979 -7.77879 -0.9 0.6 0.5
H -8.14447 -9.03787 -15.42853 0.0 -0.2 0.4
F -11.88577 -11.82906 -15.73864 0.1 0.3 -0.8
H 2.12070 -7.68585 -11.78545 -0.2 0.3 0.3
H 0.04735 -6.74439 -12.83552 -0.5 0.9 0.4
O -3.99993 -2.96342 -10.66020 -0.5 -3.2 -0.4
H -5.89916 -4.65361 -8.26298 -0.6 0.8 -0.3
C -6.39926 -9.26498 -7.06637 0.6 0.0 -0.5
C -2.31669 -10.34631 -9.53988 -2.1 1.9 -0.8
Zr -4.11781 -4.80972 -11.84167 -2.1 2.2 6.8
O -0.00379 -6.30313 -10.73865 -1.5 1.8 1.6
H -7.66765 -6.94454 -9.45978 0.2 0.6 -0.2
O -5.14774 -5.55818 -9.98815 1.1 2.9 -2.2
O -9.96214 -6.60546 -12.72764 -0.2 -0.3 1.3
H -6.57849 -10.09065 -13.82331 -3.1 1.2 2.5
O -0.30308 -3.32659 -13.84477 -1.1 -0.2 -0.1
H -6.54035 -10.25368 -7.50304 0.4 -0.1 0.1
C -8.18891 -2.89701 -11.03583 0.0 1.3 1.4
C -7.15764 -3.48641 -13.13616 0.2 0.7 4.2
C -5.04441 -4.55046 -8.93146 2.2 -2.0 -0.5
H -5.00445 -10.89345 -13.82361 3.2 -1.6 2.5
O -3.19420 -8.04729 -9.69895 0.1 -2.6 1.2
H -7.37889 -8.80793 -7.20606 0.2 0.6 -0.1
C 1.13904 -8.15930 -11.76854 -0.4 -0.1 0.5
H -9.75881 -7.87594 -16.86859 -0.4 0.1 -0.1
F -1.68210 -5.32210 -8.02393 1.1 0.8 -1.1
F -10.32678 -13.24812 -16.44448 -0.3 1.3 0.4
C -9.17836 -8.91757 -15.10496 0.2 -0.2 0.1
F -1.24770 -3.02488 -11.66816 -0.4 -0.2 -1.8
H -9.02238 -6.93022 -15.61792 -0.2 0.3 0.1
H -7.46537 -2.11855 -10.79378 0.1 -0.1 0.7
O -8.15890 -2.86615 -12.44640 1.4 -2.3 -3.4
H -8.59933 -8.76486 -10.82998 0.4 0.5 -0.1
H -9.45903 -2.08344 -9.53112 -0.4 -0.3 0.1
C -1.07322 -5.61899 -10.29581 -0.7 -2.2 -3.2
C -9.60194 -11.36834 -15.05025 2.7 1.2 0.5
H 0.98242 -8.76285 -10.87450 0.5 -0.2 0.0
F -7.41672 -4.87131 -14.98565 -0.4 0.9 0.5
F -4.20540 -4.54773 -15.17107 -0.3 -0.4 0.7
H -9.25056 -9.08003 -9.24484 -0.8 0.2 0.0
F -2.64712 -11.32099 -8.71772 1.3 -0.9 -0.1
H -10.74291 -7.38317 -15.42091 0.0 -0.1 -0.1
H -4.25977 -4.98316 -8.31080 0.4 0.1 0.4
O -1.94769 -4.66425 -15.69424 -0.2 1.8 2.4
O -3.28116 -8.79613 -13.00441 -1.6 1.5 -0.9
C -0.04442 -7.20031 -11.84972 0.3 -1.4 -1.4
C -9.20880 -8.33211 -10.03664 1.0 2.1 0.6
H -5.50129 -2.55254 -9.33068 -0.2 0.6 -0.2
O -3.20206 -2.54147 -15.55024 1.3 -0.1 1.7
F -10.98611 -13.18290 -14.42551 0.2 -0.7 1.4
S -1.53481 -2.89086 -13.27568 0.7 5.4 5.8
O -9.91081 -10.12525 -15.45144 -1.5 -0.5 -0.3
F -0.91585 -3.60009 -9.25353 -0.4 -0.4 0.9
H -3.94318 -2.63123 -8.59995 0.3 -0.4 0.1
F -6.92437 -6.49297 -12.16145 1.1 0.5 -0.2
N -2.90446 -3.99657 -13.32751 4.7 3.6 -2.1
S -3.66969 -7.59880 -13.71342 6.4 -2.3 -4.8
O -4.22301 -9.41221 -8.19686 1.3 -1.7 -1.0
O -2.00177 -1.48170 -13.38571 1.4 -4.2 0.1
O -10.44773 -7.93432 -10.55503 -3.1 0.3 -1.8
H -6.24445 -9.33440 -5.98965 0.1 -0.2 -0.1
C -8.75713 -6.91216 -9.46844 1.6 -2.2 -0.1
S -10.44896 -6.49857 -11.38288 -0.7 1.4 1.9
C -3.29956 -9.14932 -9.15536 -0.8 3.4 -0.9
F -8.52839 -2.98352 -15.08626 -0.9 -0.2 0.8
F -6.46017 -2.97305 -15.25431 1.7 0.8 -0.5
N -4.46418 -6.51182 -12.88214 -4.6 -3.7 -0.9
C -7.43527 -3.55652 -14.63050 0.3 -1.7 -1.2
O -11.68994 -5.66001 -11.19734 3.8 -3.1 0.1
F -2.55200 -10.72515 -10.83887 0.9 0.5 2.1
H -9.26738 -8.73574 -14.03393 0.4 -0.5 0.1
```
Forces are in eV/Å.

Results
E_tot ... -168889.2523 eV
Net charge ... -1
M ... 1218.8 u
Spin multiplicity ... 1
Energy above the lowest of the compared OMol25 structures with the same formula, charge and spin ... 0.0 kcal/mol
Frontier orbital gap ... 4.589 eV

Atom charges from the Mulliken analysis, given in e for atoms 1 to 2: -0.3430 -0.0831


Entry 4:
C17H16ClN5O2S2 | wB97M-V/def2-TZVPD

The geometry in XYZ format:
```
43
Properties=species:S:1:pos:R:3:forces:R:3
C 0.67068 -1.01184 -0.33158 -0.6 2.5 -2.8
C 0.58817 0.56183 4.92987 0.9 2.5 -0.9
C -0.54172 1.12034 -1.28132 1.9 -1.4 -1.5
H -1.21554 -0.59954 4.68368 0.1 -0.5 0.3
C -0.62052 0.21658 4.32834 1.1 -1.1 2.2
H 3.04726 1.98613 -4.02661 -2.7 -0.9 0.1
O -0.44364 4.11206 1.06764 0.2 -3.9 0.3
C 1.22673 -3.06052 0.88233 1.4 -2.1 1.3
C 0.70366 2.42735 3.34907 -0.1 -0.6 -0.5
O -2.21207 2.43345 0.72646 1.5 -0.7 0.2
C 0.33677 -2.11537 0.53712 0.5 -3.8 2.0
H 2.15458 -3.15165 0.40190 1.3 -0.2 -0.4
H 0.97594 -0.05593 1.58605 0.3 0.2 -1.1
H 1.22912 3.29362 3.01647 0.0 0.6 -0.5
H -0.79097 0.68577 -4.50419 -0.2 0.4 0.3
H -1.21817 -1.00327 -1.57900 0.4 0.3 0.0
C -0.70335 -0.35232 -0.85771 0.9 -0.2 1.2
Cl 1.31512 -0.45260 6.16974 -0.5 0.7 -0.6
H -1.31910 -0.33508 0.04821 -0.3 0.0 -0.2
H 2.48341 2.91825 -0.94369 1.0 1.9 -0.1
C 1.46866 -0.04968 0.56368 -1.0 1.1 1.2
N 1.10885 1.38783 -4.74557 2.0 0.3 2.6
H 1.37797 -1.24801 -1.22222 -1.4 -0.2 1.4
H 2.23590 2.14408 4.88500 -1.4 -0.3 -0.3
C 1.53791 1.46866 0.16967 -0.1 -1.6 -1.3
C 2.36907 1.90056 -1.11373 0.7 -2.9 0.8
C -1.07439 0.85094 3.23568 -1.9 0.4 -4.5
C -0.38529 1.86493 2.61576 1.6 2.0 1.1
C 1.24144 1.82312 4.46565 -0.3 -3.1 1.1
S 0.81340 -4.19728 2.26280 -0.9 3.9 -3.6
C 0.36035 1.24659 -2.55877 0.3 0.2 0.5
S -0.80126 2.65254 1.02450 -0.7 2.7 -1.2
N 2.05015 1.65170 -3.75066 5.7 2.0 -1.1
N -0.68258 -3.28031 2.20245 -1.1 0.7 -0.2
H 2.40405 -0.50780 0.79716 1.1 -0.1 -0.2
C 1.73500 1.62557 -2.41917 -6.1 -1.5 -2.9
H -1.91797 0.47082 2.59009 0.6 0.1 1.3
H -1.49613 1.52430 -1.58332 -0.3 0.5 0.8
N -0.77872 -2.34318 1.32907 -0.4 -0.6 1.4
H 3.27499 1.26707 -1.09364 0.3 0.9 0.2
C 0.07362 1.10943 -4.01071 -0.7 -0.5 2.7
H 2.01667 1.94486 1.08073 -1.1 0.1 -1.3
N 0.15651 1.83062 -0.17261 -2.0 2.2 2.0
```
Forces are in eV/Å.

Results
E_tot ... -63621.9341 eV
M ... 421.9 u
Structure (SMILES) ... O=S(=O)(c1ccc(Cl)cc1)N1[C@@H]2Cc3[nH]ncc3[C@H]1C[C@H](c1csnn1)C2
Spin multiplicity ... 1
Energy above the lowest of the compared OMol25 structures with the same formula, charge and spin ... 69.5 kcal/mol
Frontier orbital gap ... 8.800 eV

Atom charges from the natural (NBO) analysis, given in e for atoms 1 to 2: -0.2538 0.0081